A molecular structure, C14H22I2LuNO4P2S in a non-equilibrium geometry, computed with ωB97M-V/def2-TZVPD.

DFT total energy = -103774.2270 eV
charge = +2
largest force on an atom = 9.4 eV Å⁻¹
frontier orbital gap = 6.58 eV
energy above the lowest of the compared OMol25 structures with the same formula, charge and spin = 0.0 kcal per mole

Each line ends with the Löwdin charge.
Element x y z (Å)
Lu 1.282 0.129 1.132  1.627
I -2.212 -0.385 -1.006  0.283
I -0.574 -0.086 -3.004  0.283
S 2.975 0.147 4.715  0.739
P 0.234 2.695 0.151  0.707
P 0.071 -2.748 -0.588  0.599
O 4.240 -0.528 4.776  -0.229
O -1.483 1.384 2.912  0.140
O 2.649 1.500 5.049  -0.256
O 0.872 -1.753 2.238  -0.253
N 2.241 -0.144 3.168  -0.184
C 1.449 -1.216 3.310  -0.524
C 1.500 -1.196 6.901  0.012
C 1.071 -1.644 4.612  -0.183
C -0.576 1.020 2.215  -0.128
C -0.468 -3.822 0.791  -0.299
C -0.091 -2.416 4.863  0.029
C 1.797 -0.988 5.541  -0.166
C 1.720 3.326 -0.775  -0.261
C 1.607 -3.722 -1.006  -0.286
C -0.499 -2.539 6.189  -0.006
C 0.037 4.025 1.368  -0.265
C 0.349 -1.927 7.181  -0.007
C -1.073 3.167 -1.041  -0.300
C -1.011 -3.606 -1.850  -0.336
H -1.017 4.215 -1.364  0.078
H 2.597 3.354 -0.117  0.049
H -0.990 4.073 1.749  0.062
H 1.571 4.352 -1.141  0.070
H 0.113 -2.143 8.238  0.133
H -0.857 -3.204 -2.855  0.004
H -0.376 -4.885 0.549  0.065
H -1.394 -3.140 6.502  0.140
H 0.151 -3.567 1.656  0.008
H -2.061 -3.376 -1.658  0.005
H 0.277 5.025 0.987  0.077
H 2.302 -3.623 -0.168  0.034
H -1.501 -3.571 1.046  0.048
H 1.914 2.693 -1.645  0.041
H 0.700 3.836 2.217  0.053
H -0.997 2.555 -1.947  -0.050
H -0.861 -4.709 -1.845  0.070
H 2.117 -0.737 7.632  0.122
H 1.380 -4.779 -1.191  0.055
H -2.065 3.008 -0.611  0.043
H -0.758 -2.744 4.073  0.122
H 2.100 -3.271 -1.869  0.037


C3H4N2S in the gas phase in a non-equilibrium geometry, computed with ωB97M-V/def2-TZVPD.

DFT total energy = -16988.1394 eV
largest force on an atom = 7.3 eV Å⁻¹
frontier orbital gap (alpha / beta) = 8.19 / 8.19 eV
energy above the lowest of the compared OMol25 structures with the same formula, charge and spin = 77.3 kcal per mole

Each line ends with the Löwdin charge.
Element x y z (Å)
S -0.637 -0.616 1.318  0.861
N -2.918 -0.028 -1.719  0.143
N 0.948 -0.258 1.676  -0.380
C 0.551 0.489 -1.145  0.050
C -1.936 -0.233 -1.133  -0.293
C -0.659 -0.219 -0.406  -0.554
H 1.285 0.710 1.751  0.065
H 1.242 -0.945 2.366  0.033
H 0.603 0.769 -2.187  0.031
H 1.520 0.330 -0.521  0.044


3 unconnected molecules or ions with the total composition C43H40N5O8 in a non-equilibrium geometry, computed with ωB97M-V/def2-TZVPD.

DFT total energy = -69061.1857 eV
charge = +1
largest force on an atom = 2.2 eV Å⁻¹
frontier orbital gap = 7.14 eV

Each line ends with the Löwdin charge.
Element x y z (Å)
O 1.473 -1.801 2.231  0.087
O -2.883 6.837 -0.376  -0.038
O -7.983 2.816 -1.347  0.218
O 5.422 -5.993 -3.026  0.116
O -6.694 1.045 1.122  0.046
O -7.536 1.040 -0.018  0.088
O 4.199 -3.007 6.663  0.114
O 2.980 -1.322 -2.153  0.085
N -5.785 0.255 -2.482  0.158
N -0.656 7.218 -1.704  0.020
N -3.053 0.398 -2.877  0.136
N -4.958 -0.670 0.854  0.213
N -2.971 2.348 -1.514  0.075
C -5.064 1.297 -1.898  -0.183
C -1.502 2.374 -1.732  -0.074
C 1.389 -3.622 -2.148  -0.004
C 7.142 -1.335 -2.527  -0.056
C 2.761 -3.656 -2.363  -0.083
C -5.631 4.238 0.396  -0.138
C 5.603 -2.284 1.928  -0.051
C 1.379 -2.314 4.529  -0.085
C -0.113 0.466 -0.648  -0.083
C -0.004 -2.186 4.583  -0.008
C 2.649 -6.043 -2.685  0.004
C -0.675 -2.419 5.772  -0.059
C -3.685 1.388 -2.089  -0.196
C 7.781 -2.557 -2.716  -0.051
C -5.674 2.243 -1.086  -0.011
C -7.169 2.109 -0.844  -0.372
C -1.086 5.849 -1.597  -0.239
C -2.717 4.408 -0.130  -0.040
C 5.660 -2.704 4.298  0.004
C 1.413 -2.895 6.869  0.003
C 7.040 -3.724 -2.803  0.004
C 6.321 -2.560 3.088  -0.049
C 3.395 -4.873 -2.618  -0.079
C 0.033 -2.782 6.914  -0.053
C 4.227 -2.137 1.981  0.001
C -0.778 1.835 -0.451  -0.202
C 5.015 -2.454 -2.484  -0.089
C 2.091 -2.656 5.680  -0.080
C -5.888 0.000 1.072  -0.253
C 2.084 -2.102 3.237  -0.277
C 4.871 -4.937 -2.801  -0.276
C 3.576 -2.763 5.651  -0.276
C 0.651 -4.793 -2.199  -0.058
C 5.656 -3.677 -2.692  -0.081
C 4.278 -2.572 4.353  -0.081
C 1.280 -6.002 -2.477  -0.052
C 3.560 -2.276 3.194  -0.083
C 5.762 -1.284 -2.411  -0.008
C -2.571 5.650 -1.096  -0.312
C -4.901 3.248 -0.496  -0.074
C 3.539 -2.389 -2.322  -0.282
C -6.632 5.184 -0.360  -0.049
C -3.539 3.295 -0.738  -0.108
H 7.397 -2.667 3.047  0.110
H -0.556 -1.909 3.694  0.116
H 1.963 -3.172 7.759  0.123
H -4.980 4.848 1.021  0.099
H 8.860 -2.596 -2.798  0.111
H -3.148 4.792 0.794  0.116
H 5.267 -0.334 -2.260  0.119
H 0.563 0.460 -1.512  0.080
H 7.722 -0.423 -2.467  0.109
H 6.219 -2.923 5.198  0.123
H -1.752 -2.324 5.811  0.106
H -5.356 -0.042 -3.352  0.100
H 0.701 -6.916 -2.525  0.110
H -1.279 7.762 -2.282  0.081
H -1.698 4.093 0.109  0.099
H -3.470 -0.506 -2.692  0.108
H -6.229 3.631 1.095  0.119
H -3.226 5.583 -1.980  0.147
H -1.190 1.743 -2.563  0.119
H -0.417 -4.766 -2.024  0.105
H 3.138 -6.985 -2.895  0.124
H 0.898 -2.681 -1.936  0.110
H 3.671 -1.919 1.079  0.113
H -0.870 -0.324 -0.686  0.076
H 7.539 -4.672 -2.953  0.124
H -0.077 2.615 -0.124  0.110
H 0.532 0.288 0.223  0.078
H -6.780 4.897 -1.400  0.076
H 6.121 -2.181 0.982  0.103
H -1.532 1.767 0.348  0.116
H -0.371 5.260 -1.007  0.114
H -1.238 3.403 -1.981  0.098
H -6.265 6.212 -0.252  0.074
H -7.583 5.167 0.183  0.087
H -6.724 0.565 -2.715  0.115
H -3.769 6.763 -0.005  0.082
H -3.116 0.642 -3.862  0.123
H -0.493 -2.976 7.839  0.109
H -1.060 5.421 -2.614  0.112
H -0.494 7.648 -0.806  0.078


C6H8S2 in the gas phase in a non-equilibrium geometry, computed with ωB97M-V/def2-TZVPD.

DFT total energy = -28019.0711 eV
largest force on an atom = 2.2 eV Å⁻¹
frontier orbital gap = 8.39 eV
energy above the lowest of the compared OMol25 structures with the same formula, charge and spin = 68.5 kcal per mole

Each line ends with the Löwdin charge.
Element x y z (Å)
S 1.609 2.497 -1.333  0.661
S -0.726 0.923 -2.374  0.898
C -1.401 -0.504 -1.451  -0.402
C -0.764 -0.265 -0.110  -0.280
C 0.294 -0.680 0.824  -0.224
C 0.543 0.013 2.159  -0.044
C 0.632 1.209 -1.233  -1.098
C 0.708 -0.062 -0.519  -0.327
H -1.105 0.711 0.232  0.133
H -0.199 -0.364 2.882  0.084
H 0.719 -1.676 0.804  0.136
H -2.479 -0.469 -1.481  0.069
H -1.001 -1.461 -1.829  0.095
H 0.442 1.095 2.004  0.086
H 1.537 -0.175 2.556  0.078
H 1.192 -0.791 -1.130  0.133


DFT total energy of number 1 (C14H22I2LuNO4P2S)? -103774.2270 eV


Look up the largest force on an atom of the third one. 2.2 eV Å⁻¹